# 1
34
Properties=species:S:1:pos:R:3:forces:R:3 method="wB97M-V/def2-TZVPD" e_lumo_ha=0.0307 total_energy_ev=-17764.2724 de_lowest_kcal_mol=164.1 gap_ev=8.7476
C -2.8852 0.7011 -0.1117 0.711 -1.885 1.732
C -1.9242 -0.2049 0.0703 1.261 1.767 -1.537
C 2.5029 0.3307 0.5982 -1.607 0.981 1.737
C -0.7038 -2.1332 0.9448 2.083 1.551 -0.750
C -0.5968 2.6302 0.5300 0.494 -1.840 -2.359
C -0.7637 -0.4279 -2.9055 1.658 3.156 -0.873
C 3.5175 -1.6150 1.0990 2.650 -2.479 -2.107
C -2.0435 -1.7187 0.3656 1.030 1.725 -1.678
C 1.3133 1.1488 1.1769 0.627 0.203 -1.254
C 0.3396 1.5384 0.0139 -0.667 0.544 2.005
N -0.6879 0.7522 -2.0124 0.162 1.296 0.431
N -0.3304 0.4424 -0.6999 -2.089 -2.253 0.754
O 3.4347 0.6180 -0.0853 -0.076 0.863 -0.786
O 2.3869 -0.8427 1.2138 -0.232 -0.826 0.055
H -2.7498 1.6757 -0.4339 0.581 1.509 -0.860
H -3.8188 0.6030 0.3797 -1.152 -0.709 0.049
H -0.5326 -3.1358 1.0673 -0.377 -2.889 0.457
H 0.1785 -1.9130 0.2355 -1.637 0.329 0.879
H -0.3991 -1.6915 1.9171 -0.638 0.163 -0.580
H -1.2602 2.8721 -0.2516 -0.721 0.726 -1.123
H -1.2076 2.3478 1.2968 -1.267 -0.846 2.425
H -0.0237 3.4422 0.7313 1.506 2.622 0.945
H 0.3241 -0.6791 -3.2287 -2.104 -0.057 0.633
H -1.3527 -1.1884 -2.4935 -0.439 -1.573 0.690
H -1.3343 -0.0203 -3.7556 0.432 -0.478 -0.149
H 4.4178 -0.9580 0.9536 -0.828 -0.823 -0.099
H 3.4997 -2.4452 0.2013 -0.174 2.215 2.030
H 3.6781 -2.1487 2.0162 -0.252 -0.403 0.459
H -2.9623 -2.0149 0.8913 0.402 0.404 0.220
H -2.1897 -2.0596 -0.7042 0.383 -0.380 1.230
H 1.7392 2.0380 1.7387 -0.616 -0.727 -1.054
H 0.8544 0.5177 1.9118 -0.396 -0.274 0.329
H 1.0353 2.0512 -0.6013 0.249 0.092 -1.646
H -1.4558 1.4877 -2.0694 1.045 -1.703 -0.208

---

# 2
39
Properties=species:S:1:pos:R:3:forces:R:3 method="wB97M-V/def2-TZVPD" e_lumo_ha=0.0167 total_energy_ev=-36796.4459 smiles="N[C@@H](CCC(=O)O)C(=O)O.CSCC[C@H](N)C(=O)O" de_lowest_kcal_mol=0.0 gap_ev=8.9908
C -2.2079 0.5967 2.6183 -0.030 -0.202 0.011
C -0.8472 0.4296 3.2685 0.209 -0.194 -0.042
C -2.0404 0.4866 1.0839 0.035 -0.036 -0.083
C -1.2290 1.6229 0.4665 0.022 0.194 0.112
C -2.7308 1.9056 -1.8554 -0.081 0.051 -0.069
C 2.8137 -1.2894 -1.2276 -0.022 0.048 -0.030
C 3.4999 -0.6752 0.0085 -0.258 0.468 0.028
C 1.3239 -0.9468 -1.2313 0.021 0.054 0.095
C 0.6388 -1.3465 -2.5400 0.043 0.018 -0.062
C -0.8423 -1.0580 -2.5425 -0.073 0.059 -0.222
H -3.7478 1.9323 2.6123 0.075 -0.003 0.072
H -2.2984 2.6129 2.9715 -0.078 -0.075 0.048
H -2.7851 -0.2758 2.9431 0.093 0.097 -0.039
H -1.5701 -0.4744 0.8448 -0.050 0.138 0.060
H -3.0472 0.4665 0.6453 0.100 0.026 0.081
H -0.2063 1.6245 0.8601 -0.096 -0.021 -0.078
H -1.6646 2.5971 0.7187 0.067 -0.118 -0.034
H -2.7252 1.9564 -2.9460 0.043 -0.067 0.149
H -3.0519 2.8774 -1.4651 0.108 -0.168 -0.004
H -3.4465 1.1352 -1.5542 0.089 0.088 -0.037
H 0.6051 1.3863 3.9524 -0.068 0.081 -0.083
H 3.1842 -3.0539 -2.2503 0.015 0.062 0.153
H 2.4349 -3.2714 -0.8094 0.088 0.060 -0.041
H 3.2945 -0.8104 -2.0917 -0.054 -0.007 0.128
H 0.8340 -1.4500 -0.3882 0.081 0.042 -0.070
H 1.2221 0.1286 -1.0558 0.060 -0.229 -0.067
H 1.0708 -0.8180 -3.3947 -0.052 -0.044 0.122
H 0.7606 -2.4245 -2.7140 -0.051 0.136 0.027
H -2.4013 -1.3822 -1.5639 0.143 -0.034 0.042
H 4.4779 -2.2481 -0.0238 -0.006 0.084 0.084
N -2.8761 1.7906 3.1133 -0.022 0.126 -0.156
N 3.1360 -2.7172 -1.2950 -0.135 -0.155 -0.126
O -0.2975 -0.6297 3.4424 -0.236 0.322 -0.065
O -0.2622 1.6071 3.5729 0.057 -0.198 0.097
O 3.1928 0.4025 0.4559 0.182 -0.499 -0.151
O -1.4355 -0.4176 -3.3743 0.104 -0.661 -0.154
O -1.4631 -1.6216 -1.4836 -0.158 -0.165 -0.248
O 4.4789 -1.4241 0.5136 -0.001 -0.026 -0.042
S -1.0461 1.5182 -1.3329 -0.162 0.747 0.593

---

# 3
34
Properties=species:S:1:pos:R:3:forces:R:3 method="wB97M-V/def2-TZVPD" charge=+1 e_lumo_ha=-0.1242 total_energy_ev=-18318.6235 smiles="CCO[C@H](O)[N+](C)=C1CCC(O)CC1" de_lowest_kcal_mol=60.5 gap_ev=10.0901
C 0.6221 -0.5040 0.1796 -0.701 -1.249 0.348
C 0.7265 0.4472 -0.9932 0.764 -1.110 -0.170
C 1.6930 -1.4465 0.3661 3.301 2.400 -2.781
C 1.9253 1.3802 -0.8190 -0.818 -0.219 2.716
C 2.8227 -0.3968 0.8032 -0.374 -0.482 -0.277
C 3.1489 0.5309 -0.3493 -1.300 1.389 0.296
C -3.8039 0.6706 -1.7269 0.501 0.652 0.528
C -0.6808 -1.4682 2.1040 -0.942 -1.836 -0.396
C -3.3414 0.8883 -0.2406 -3.107 1.031 -1.016
C -1.3320 0.6698 0.9870 -0.134 -0.345 3.186
N -0.3153 -0.4932 1.0628 -2.325 2.541 -0.253
O 4.0911 1.4831 0.0617 -0.839 0.148 0.889
O -0.7283 1.9180 0.9534 0.811 1.216 1.184
O -2.0743 0.3541 -0.0830 0.856 -0.902 -0.386
H 0.9153 -0.1821 -1.9088 -0.702 0.428 0.852
H -0.1808 0.9888 -0.9847 -0.650 0.485 -1.003
H 1.7372 -2.2416 0.9821 -0.931 -2.347 2.542
H 2.0435 -1.8258 -0.5893 -0.144 -0.070 -0.357
H 2.2698 1.8205 -1.7288 -0.402 0.703 -0.569
H 1.4966 2.1595 -0.0253 1.809 -1.350 -1.650
H 2.3298 0.2043 1.5530 0.431 0.325 0.747
H 3.7458 -0.8567 1.1979 -0.638 -0.013 -0.124
H 3.4399 -0.0562 -1.2118 0.515 -0.168 -0.282
H -3.8250 -0.3875 -2.0711 -0.046 0.756 0.463
H -4.7869 1.1687 -1.8616 0.472 -0.575 0.144
H -3.0983 1.2540 -2.3438 -0.237 -0.465 -0.007
H -0.5273 -2.4992 1.6367 -0.056 1.308 1.092
H -1.8015 -1.4367 2.4817 2.298 0.393 -1.330
H -0.0581 -1.2724 2.9666 0.208 -0.387 0.242
H -4.1711 0.4515 0.4357 1.698 0.503 -0.517
H -3.2645 1.9898 -0.1117 -0.361 -0.603 0.239
H -1.8730 0.6407 1.9816 0.150 -0.395 -1.084
H 4.8874 1.3674 -0.4005 1.775 -0.191 -0.848
H -0.5136 2.3432 1.8734 -0.882 -1.572 -2.420

---

# 4
31
Properties=species:S:1:pos:R:3:forces:R:3 method="wB97M-V/def2-TZVPD" e_lumo_ha=0.0308 total_energy_ev=-12741.6674 smiles=CC(C)[C@@H]1CC[C@@H](C)C[C@H]1O de_lowest_kcal_mol=1.2 gap_ev=10.6947
C 2.8418 1.1359 -0.4284 -1.073 0.217 1.522
C 1.8227 -0.0352 -0.3163 0.400 -0.054 0.138
C 2.6051 -1.2840 0.1544 -1.417 -0.095 -0.086
C 0.5982 0.3214 0.6176 0.961 2.640 1.030
C -0.2182 -0.8172 1.1373 0.090 -2.311 0.497
C -1.0416 -1.4857 -0.0254 0.134 1.164 1.941
C -1.9927 -0.5144 -0.7232 0.052 1.272 -0.607
C -3.3252 -0.2879 0.0191 0.350 0.378 1.034
C -1.1788 0.7783 -1.1531 -1.121 0.313 0.373
C -0.3555 1.3889 -0.0065 0.161 -0.622 -0.146
H 2.3389 2.0432 -0.7981 0.355 -0.256 -0.089
H 3.6886 0.8706 -1.0677 -0.104 0.129 0.241
H 3.1489 1.3715 0.6375 0.156 -0.196 -1.255
H 1.5022 -0.2499 -1.3484 -0.295 0.013 0.319
H 2.9948 -1.1796 1.1629 0.157 0.142 0.113
H 1.9412 -2.1607 0.1503 0.219 0.141 0.061
H 3.3947 -1.5067 -0.5396 0.550 0.027 -0.220
H 1.0239 0.8874 1.5346 -0.193 -0.913 -1.183
H 0.5084 -1.5753 1.6090 -1.081 0.763 -0.880
H -0.9066 -0.6380 1.9936 0.468 0.724 -0.708
H -0.3053 -1.8156 -0.7256 0.222 -0.866 -0.601
H -1.6025 -2.2560 0.5027 0.015 -0.565 -0.699
H -2.3275 -0.9678 -1.6604 0.260 -0.152 -0.112
H -3.1914 0.1488 1.0666 -0.155 -0.496 -1.451
H -3.7339 -1.3146 0.1245 -0.311 0.728 0.014
H -4.0100 0.3821 -0.5687 0.578 -0.746 0.595
H -0.5350 0.4936 -2.0164 -0.177 0.321 0.698
H -1.8230 1.6416 -1.4933 0.228 -1.178 0.102
H 0.1902 2.2240 -0.4595 0.188 -0.035 0.314
H -0.7894 2.5002 1.6108 -0.031 -0.389 -0.435
O -1.2629 1.9012 1.0097 0.412 -0.095 -0.520

---

# 5
33
Properties=species:S:1:pos:R:3:forces:R:3 method="wB97M-V/def2-TZVPD" e_lumo_ha=-0.0117 total_energy_ev=-28491.1442 de_lowest_kcal_mol=108.6 gap_ev=7.2721
C 0.4106 2.6323 0.1863 -3.214 0.504 2.397
C 1.6435 2.2951 0.0916 4.960 1.344 -0.325
C -0.2470 0.6980 -1.1053 -0.904 -1.387 0.892
C -0.5255 1.5636 -0.1075 -2.114 -0.760 -1.297
C 1.1464 0.6417 -1.5902 0.107 0.536 -0.093
C 2.0705 0.9820 -0.4627 0.864 -1.729 0.606
C 3.5989 0.8641 -0.7399 -1.150 -0.708 0.966
C 0.6089 -2.2631 0.5624 -0.435 3.911 -0.417
C -2.0693 0.3979 2.2362 -3.498 1.658 -0.169
C 1.9441 -1.3637 0.4710 -1.876 -0.039 2.563
O 1.8488 0.0791 0.6477 -0.818 -1.457 0.324
Si -4.7307 -1.5681 -0.9678 1.978 -0.205 0.713
Si -2.2625 1.5884 0.6371 -0.104 -0.513 1.031
H -0.0056 3.4557 0.8430 0.938 -0.415 -1.313
H 2.5092 2.9616 0.3193 -0.938 -0.309 0.281
H -0.8821 -0.1904 -1.4279 0.325 1.527 0.565
H 1.3844 -0.3187 -1.9871 0.202 -0.652 -0.635
H 1.2327 1.4230 -2.3259 0.482 0.216 -0.902
H 4.0072 0.4753 0.2143 0.043 0.979 -0.225
H 3.9537 1.8662 -0.9776 0.681 -0.534 -0.585
H 3.8007 -0.0248 -1.3633 0.091 1.071 -0.690
H 0.0557 -2.1125 1.5344 0.523 0.322 -1.110
H -0.0059 -1.9510 -0.3194 0.027 -1.055 0.842
H 0.9528 -3.2475 0.6169 0.370 -1.718 -0.618
H -3.1648 0.2075 2.6156 1.730 0.239 -0.878
H -1.6756 -0.5521 1.9914 1.007 -0.874 0.111
H -1.6757 0.9507 3.0960 0.725 -0.324 -0.238
H 2.4616 -1.6353 -0.4347 0.622 -0.198 0.036
H 2.3087 -1.7068 1.4678 1.292 0.351 -1.149
H -5.2188 -1.6561 0.4252 0.005 -0.112 -0.057
H -5.7933 -1.0984 -1.7966 -0.669 0.082 -0.722
H -4.0596 -2.8915 -1.3773 -0.655 0.848 0.136
H -3.6219 -0.5022 -0.9730 -0.597 -0.596 -0.040

---

# 6
32
Properties=species:S:1:pos:R:3:forces:R:3 method="wB97M-V/def2-TZVPD" e_lumo_ha=-0.0062 total_energy_ev=-29267.1671 smiles="CC(C)(C)CP=C=P.C=C(C)C" de_lowest_kcal_mol=59.8 gap_ev=8.5896
C 0.9464 -0.3491 0.0250 0.463 -0.279 0.144
C -0.9466 1.4683 -0.6195 -0.372 1.494 -0.713
C 3.0869 -0.1257 1.4264 -0.204 -1.560 -1.083
C 3.2477 -0.7314 -0.9574 -0.060 2.036 -3.532
C 2.4991 1.5801 -0.4002 -0.597 1.996 2.556
C -4.0717 -0.0658 -0.2689 -0.348 -0.641 1.296
C -2.2932 -0.2376 1.4628 0.658 2.341 2.417
C -2.8221 -2.0734 -0.2404 3.523 -1.724 -0.804
C 2.4739 0.1235 0.0115 -1.736 -0.832 0.127
C -2.9097 -0.7672 0.4823 -4.408 -1.431 -3.221
P -1.8579 2.8273 -0.3545 0.766 -0.018 0.134
P -0.1678 0.2726 -1.3809 0.888 -0.432 0.417
H 0.5132 0.0086 0.9853 0.080 -0.564 -0.646
H 4.1559 -0.5473 1.2733 -1.710 0.910 0.657
H 3.0563 0.8246 1.9550 0.128 -0.351 0.580
H 2.4085 -0.9468 1.8580 1.368 1.283 0.031
H 3.2431 -1.7816 -0.8616 0.669 -1.210 1.300
H 2.7491 -0.7359 -1.9686 0.042 0.586 0.575
H 4.2222 -0.2301 -1.2277 -0.544 -1.044 0.721
H 3.4642 1.9677 -0.0973 0.412 0.348 -0.282
H 2.3108 1.8089 -1.4069 0.054 -0.245 -1.690
H 1.7303 2.3280 0.1046 1.267 -1.961 -0.365
H -3.6242 0.2264 -1.1849 -0.010 0.434 -1.309
H -4.8776 -0.8533 -0.4739 0.960 1.479 0.347
H -4.4838 0.8180 0.2409 0.148 -0.338 -0.146
H 0.9222 -1.4665 -0.0890 -0.066 0.831 0.567
H -1.6107 -0.6604 2.1307 1.267 -1.167 0.466
H -2.4698 0.8063 1.7440 -0.384 -0.337 -0.184
H -3.7173 -2.4128 -0.8048 0.686 0.528 0.507
H -2.4387 -2.9538 0.3397 -0.434 0.788 -0.099
H -1.9176 -1.9421 -1.0144 -1.981 -0.218 1.119
H -0.8213 3.8203 -0.6887 -0.525 -0.705 0.112